This record from the OMol25 dataset describes a 2-piece molecular cluster, CH2BrO3P overall at a distorted geometry. The level of theory is wB97M-V/def2-TZVPD.

As for the total energy: -3180.40940 Eh. Its net charge is -2. As for the LUMO energy: 6.04 eV. Its HOMO energy is 0.3 eV. As for the energy relative to the best compared isomer or geometry (same formula, charge and spin): 21.1 kcal/mol.

```
8
Properties=species:S:1:pos:R:3:forces:R:3:nbo_charge:R:1
C -1.7630 0.5546 0.4506 0.77 -3.75 1.25 -0.762
O 1.9126 -1.7380 -0.3858 -0.27 0.10 -0.71 -1.138
O 2.3443 0.8077 -0.9153 -0.35 -0.31 -0.83 -1.145
O 2.0206 0.0195 1.4488 -0.28 -0.11 0.11 -1.143
P 1.9874 -0.3071 -0.0015 1.22 0.30 1.44 2.424
Br -3.5605 -0.4182 -0.2550 -0.37 -0.05 0.04 -0.442
H -1.8530 1.3030 -0.2334 -0.05 2.61 -2.24 0.087
H -1.0884 -0.2216 -0.1084 -0.66 1.23 0.94 0.119
```
Forces are in eV/Å.

=====

This record from the OMol25 dataset describes a 2-piece molecular cluster, CH7N2O overall at a distorted geometry. The level of theory is wB97M-V/def2-TZVPD.

As for the total energy: -226.79395 Eh. Its net charge is +1. As for the LUMO energy: -3.81 eV. Its HOMO energy is -14.2 eV. As for the energy relative to the best compared isomer or geometry (same formula, charge and spin): 26.0 kcal/mol.

```
11
Properties=species:S:1:pos:R:3:forces:R:3:nbo_charge:R:1
N -2.1416 -0.1536 0.9853 1.46 3.04 -1.48 -0.911
H -1.2568 0.2645 1.5005 -2.18 -0.99 -1.27 0.488
H -2.9618 0.5429 0.9727 1.53 -1.31 0.32 0.459
H -1.7916 -0.2534 -0.0501 -0.51 -0.15 2.29 0.501
H -2.4051 -1.0225 1.4137 -0.19 -0.62 0.08 0.450
C 1.4871 -0.1483 -0.2845 1.61 -2.56 -0.34 0.558
N 2.1086 0.4707 -1.3160 3.63 -3.90 1.19 -0.808
O 0.2850 -0.1704 -0.1818 -2.02 1.09 0.83 -0.713
H 2.0232 -0.8677 0.4417 0.18 1.32 -1.31 0.146
H 2.9565 0.0942 -1.8385 -1.52 0.89 1.65 0.433
H 1.6965 1.2436 -1.6431 -2.00 3.19 -1.96 0.396
```
Forces are in eV/Å.

=====

This record from the OMol25 dataset describes an isolated ion of composition C8H14 and charge +1 at a distorted geometry. The level of theory is wB97M-V/def2-TZVPD.

As for the spin multiplicity: 2. As for the total energy: -312.79848 Eh. Its net charge is +1. As for the expectation value of S²: 0.754. As for the LUMO energy (spin up / spin down): -6.75 / -6.81 eV. Its HOMO energy (spin up / spin down) is -13.9 / -15.0 eV. As for the energy relative to the best compared isomer or geometry (same formula, charge and spin): 52.1 kcal/mol.

```
22
Properties=species:S:1:pos:R:3:forces:R:3:lowdin_spin:R:1
C -0.4953 -0.2589 -2.4821 0.24 0.10 0.30 0.012
C -0.3422 -1.0780 -1.2009 -0.42 0.68 0.40 0.012
C -1.3936 -0.7046 -0.1345 1.04 -0.08 0.27 0.016
C -1.3326 0.8237 0.2117 -1.61 -0.79 -1.63 0.073
C 2.2893 -0.5223 2.3147 -0.31 0.45 0.06 0.025
C 1.8215 0.1361 1.2374 0.05 0.45 -0.87 0.023
C 0.6117 0.8662 1.2819 2.37 0.60 0.48 0.124
C 0.0332 1.5489 0.1835 -1.88 -1.05 1.76 0.629
H 0.1790 -0.6167 -3.2571 -0.13 -0.06 -0.11 0.001
H -0.2052 0.7761 -2.2798 -0.06 0.05 -0.13 0.008
H -1.5224 -0.2391 -2.8483 0.04 -0.18 -0.09 0.000
H 0.5916 -0.7899 -0.7144 0.39 -0.41 -0.41 0.006
H -0.3153 -2.1479 -1.3966 -0.12 -0.01 0.08 0.000
H -2.3951 -0.9967 -0.4469 -0.10 0.32 0.01 0.000
H -1.1872 -1.2643 0.7831 -0.01 -0.18 -0.07 0.000
H -1.8952 0.9531 1.1370 0.36 0.35 0.36 0.021
H -1.9839 1.2648 -0.5400 0.24 0.57 -0.14 0.000
H 1.6958 -0.5141 3.2214 0.17 -0.34 0.14 0.002
H 3.2617 -0.9893 2.2728 0.02 -0.17 0.26 0.001
H 2.4009 0.2194 0.3269 0.03 -0.30 -0.06 0.002
H 0.2117 0.9164 2.2973 -0.82 -0.07 -0.26 0.021
H -0.0284 2.6172 0.0326 0.52 0.06 -0.32 0.024
```
Forces are in eV/Å.

=====

This record from the OMol25 dataset describes C8H12F3N4O2Sn as an isolated structure at a distorted geometry. The level of theory is wB97M-V/def2-TZVPD.

As for the total energy: -1194.93552 Eh. Its net charge is +1. As for the LUMO energy: -8.57 eV. Its HOMO energy is -11.0 eV.

```
30
Properties=species:S:1:pos:R:3:forces:R:3:nbo_charge:R:1
C 4.5551 -0.8391 -0.1423 0.40 -0.66 -0.40 -0.191
C 3.4354 -0.6098 0.1854 -0.34 0.12 0.26 -0.044
C 2.0733 -0.3748 0.6103 -0.23 0.32 -0.60 -0.487
C 1.3983 0.7091 -0.2919 1.69 -0.46 0.36 -0.149
C 1.1629 1.9912 0.5153 -0.50 1.51 0.58 0.728
O 1.5949 3.0332 0.0247 -0.01 -0.47 -0.21 -0.642
O 0.5073 1.8360 1.5813 -0.04 -0.48 -0.07 -0.793
N 0.1462 0.3067 -0.9574 -0.62 -0.58 0.71 -0.405
C -1.1363 0.8098 -0.4539 -1.24 -0.24 -0.72 -0.275
C -1.8491 0.0931 0.7585 0.30 0.46 0.78 0.386
N -2.5114 1.1171 1.5346 -0.25 -0.23 -0.05 -0.810
N -0.9819 -0.5993 1.6517 -0.31 -0.59 0.09 -0.850
N -2.9109 -0.8374 0.3369 0.65 -0.24 -1.03 -0.751
C 0.1297 -0.7345 -1.7211 1.96 2.36 -0.39 1.103
F -0.6049 -1.9458 -1.1362 -0.72 -1.38 -0.55 -0.513
F -0.7377 -0.5776 -2.8952 -0.66 -1.16 0.13 -0.427
F 1.2370 -1.2304 -2.1779 -0.35 -0.14 0.19 -0.241
H 5.4444 -1.2877 -0.4917 0.54 0.26 -0.03 0.241
H 1.5700 -1.3333 0.5379 -0.33 -0.18 0.28 0.204
H 2.0777 -0.0113 1.6270 -0.30 -0.10 0.39 0.282
H 2.1396 0.9313 -1.0440 -0.19 0.21 -0.58 0.250
H -1.8407 0.7702 -1.2846 -0.07 0.07 -0.30 0.176
H -1.0723 1.8553 -0.2191 0.64 0.29 0.12 0.293
H -3.1574 1.6579 0.9772 -0.04 0.18 0.01 0.359
H -1.8222 1.7177 1.9742 0.12 0.14 -0.04 0.412
H -0.6139 -1.4662 1.3008 0.22 -0.03 -0.08 0.346
H -0.2641 0.0070 2.0346 0.09 0.25 -0.10 0.437
H -2.6558 -1.8082 0.4458 -0.25 -0.19 0.43 0.369
H -3.3081 -0.6419 -0.5775 -0.44 0.16 0.11 0.335
Sn -2.0049 -2.5382 -2.7034 0.27 0.80 0.72 1.656
```
Forces are in eV/Å.

=====

This record from the OMol25 dataset describes C7H9NO as an isolated structure at a distorted geometry. The level of theory is wB97M-V/def2-TZVPD.

As for the total energy: -402.05141 Eh. As for the LUMO energy: 0.93 eV. Its HOMO energy is -9.6 eV. As for the energy relative to the best compared isomer or geometry (same formula, charge and spin): 56.2 kcal/mol.

```
18
Properties=species:S:1:pos:R:3:forces:R:3:nbo_charge:R:1
C -0.6471 2.3031 -0.1421 -0.59 -1.00 -0.37 -0.393
C -0.7551 0.9790 -0.0932 0.14 -0.07 0.26 0.018
C -1.0726 0.1422 1.1769 0.22 0.84 0.28 -0.470
C -0.5833 -1.1898 0.6292 -0.80 -0.43 -0.01 -0.055
C -1.3684 -1.2262 -0.6929 -1.02 0.04 -0.69 -0.398
C -0.3428 -0.1583 -1.0692 0.50 1.04 -1.44 -0.082
C 1.7449 -0.3641 0.3928 0.49 0.20 0.15 0.543
H -0.5237 2.7865 -1.0927 0.45 0.33 -0.13 0.207
H -0.8277 2.8932 0.7440 -0.08 0.14 -0.01 0.203
H -0.5009 0.5315 2.0355 -0.24 -0.25 -0.19 0.220
H -2.1529 0.1100 1.4333 0.67 0.12 -0.16 0.225
H -0.4685 -2.0591 1.2403 -0.29 -0.40 0.60 0.215
H -2.4286 -0.9278 -0.7909 0.49 0.09 0.69 0.209
H -1.2926 -2.1359 -1.2424 0.59 -0.74 -0.37 0.221
H 0.0142 -0.0174 -2.1432 -0.66 0.28 1.61 0.238
H 1.9486 -0.6861 1.4823 -0.46 0.12 -1.29 0.112
N 0.5943 -0.8780 -0.1786 0.90 -0.05 0.73 -0.444
O 2.5272 0.3421 -0.2032 -0.30 -0.26 0.34 -0.569
```
Forces are in eV/Å.

=====

This record from the OMol25 dataset describes an isolated ion of composition C2H6N3S2 and charge +1 at a distorted geometry. The level of theory is wB97M-V/def2-TZVPD.

As for the total energy: -1040.07770 Eh. Its net charge is +1. As for the LUMO energy (spin up / spin down): -4.85 / -4.85 eV. Its HOMO energy (spin up / spin down) is -12.7 / -12.7 eV. Its SMILES is [NH2+]=CN(S)/N=C\S. As for the energy relative to the best compared isomer or geometry (same formula, charge and spin): 84.4 kcal/mol.

```
13
Properties=species:S:1:pos:R:3:forces:R:3:nbo_charge:R:1
N -2.0625 -0.8508 -0.0565 -3.39 -0.35 0.30 -0.670
C -1.6371 0.3150 -0.0186 6.72 4.09 -1.53 0.393
N -0.0943 0.4803 -0.0010 -5.74 2.29 0.57 -0.343
S 0.5881 2.1047 -0.0508 0.05 -0.71 -0.94 0.248
N 0.4891 -0.6314 -0.2344 -1.95 -2.90 -0.58 -0.358
C 1.6433 -1.0641 -0.2186 3.65 -0.42 -0.49 -0.025
S 3.2120 -0.3037 0.0760 -0.74 0.57 0.59 0.077
H -1.3137 -1.4696 -0.3017 0.57 -1.82 0.16 0.463
H -3.1094 -0.9067 -0.0497 1.49 -1.03 -0.34 0.466
H -2.1525 1.2277 -0.3328 -0.17 -0.14 1.17 0.254
H -0.1230 2.4253 0.9867 -0.34 0.63 1.14 0.124
H 1.8396 -2.0803 -0.5880 -0.55 0.25 0.33 0.226
H 2.7206 0.7537 0.7894 0.41 -0.45 -0.39 0.144
```
Forces are in eV/Å.